(1)
Here is a structure of composition C43H126HgNO21 at a distorted geometry from OMol25. Energies are from ωB97M-V with the def2-TZVPD basis set.

XYZ file:
```
192
Properties=species:S:1:pos:R:3
Hg -0.090 -3.219 -1.743
C -2.312 -1.762 0.668
C -1.613 -0.369 0.444
C -1.189 0.087 1.799
C -0.136 1.225 1.835
C 1.024 0.816 0.926
C 0.616 0.475 -0.492
N -0.386 -0.641 -0.324
O -0.698 -1.212 -1.601
C 1.921 -0.158 -1.093
C 0.139 1.573 -1.470
C -2.608 0.644 -0.204
H -2.154 -2.385 -0.286
H -3.378 -1.597 0.674
H -1.956 -2.293 1.536
H -0.701 -0.692 2.388
H -2.098 0.403 2.402
H 0.260 1.412 2.823
H -0.581 2.167 1.537
H 1.530 -0.034 1.349
H 1.684 1.699 0.990
H 1.697 -0.467 -2.165
H 2.199 -0.989 -0.449
H 2.705 0.581 -1.081
H 0.912 2.233 -1.805
H -0.594 2.185 -1.009
H -0.303 1.072 -2.312
H -2.717 1.486 0.497
H -3.668 0.311 -0.203
H -2.280 1.013 -1.204
C 1.280 -2.930 2.892
C 1.633 -3.222 1.456
O 0.542 -2.905 0.578
H 2.072 -3.226 3.572
H 0.342 -3.347 3.282
H 1.332 -1.894 3.051
H 1.801 -4.327 1.392
H 2.584 -2.715 1.205
H 0.291 -1.937 0.427
C -2.469 4.548 5.626
C -1.436 4.283 4.572
O -1.760 3.309 3.617
H -2.569 3.610 6.175
H -3.412 4.877 5.213
H -1.994 5.293 6.242
H -0.459 4.064 5.044
H -1.184 5.213 4.060
H -2.385 3.709 3.027
C -0.409 7.037 0.102
C -0.045 5.902 1.076
O 0.814 4.924 0.486
H -0.520 7.948 0.683
H -1.324 6.895 -0.540
H 0.346 7.166 -0.653
H -0.902 5.470 1.537
H 0.499 6.350 1.922
H 0.244 4.371 -0.057
C 3.068 5.292 3.793
C 2.656 6.060 5.047
O 1.582 5.404 5.816
H 3.858 5.802 3.317
H 2.252 5.242 3.046
H 3.408 4.246 4.031
H 2.414 7.096 4.709
H 3.530 6.149 5.686
H 1.454 5.932 6.632
C -4.026 0.565 4.525
C -2.595 0.460 5.222
O -2.817 0.466 6.633
H -4.427 1.564 4.624
H -4.664 -0.242 5.073
H -4.086 0.232 3.497
H -1.974 1.242 4.860
H -2.132 -0.527 5.019
H -3.755 0.405 6.792
C -6.760 0.623 1.401
C -8.281 0.564 1.336
O -8.634 -0.186 0.120
H -6.414 0.986 0.423
H -6.272 -0.309 1.603
H -6.393 1.408 2.108
H -8.806 1.555 1.311
H -8.667 0.035 2.213
H -9.540 -0.391 0.096
C 8.596 0.517 -2.403
C 7.113 0.938 -2.373
O 6.303 -0.214 -2.546
H 8.764 -0.288 -1.656
H 9.284 1.330 -2.176
H 8.801 0.003 -3.327
H 6.941 1.725 -3.077
H 6.845 1.293 -1.368
H 6.783 -0.857 -3.116
C 4.300 1.301 2.273
C 3.822 0.056 3.002
O 4.458 -1.177 2.371
H 4.119 1.220 1.201
H 5.382 1.470 2.417
H 3.811 2.248 2.580
H 2.709 -0.126 3.030
H 4.266 0.060 3.986
H 5.030 -0.913 1.644
C -6.614 -4.679 -0.171
C -5.240 -4.829 0.451
O -4.836 -6.161 0.638
H -6.779 -3.600 -0.185
H -7.410 -5.018 0.519
H -6.694 -5.087 -1.184
H -5.280 -4.287 1.418
H -4.513 -4.266 -0.179
H -5.629 -6.699 0.672
C 4.774 -4.959 -5.062
C 3.472 -5.720 -4.843
O 3.197 -5.730 -3.419
H 5.743 -5.394 -4.694
H 4.631 -3.974 -4.647
H 4.951 -4.826 -6.124
H 3.487 -6.730 -5.187
H 2.675 -5.275 -5.449
H 2.669 -6.559 -3.300
C -2.344 4.305 -3.151
C -3.274 4.209 -4.384
O -3.826 2.900 -4.299
H -1.423 3.801 -3.291
H -2.863 3.875 -2.266
H -2.104 5.328 -2.949
H -2.650 4.378 -5.271
H -4.052 4.998 -4.445
H -4.522 2.848 -4.921
C -0.849 -0.267 -5.489
C -0.521 -1.663 -5.951
O 0.690 -2.194 -5.403
H -0.818 -0.040 -4.423
H -1.842 0.008 -5.857
H -0.283 0.530 -5.989
H -0.370 -1.738 -7.080
H -1.283 -2.400 -5.608
H 1.401 -2.007 -6.007
C 1.113 0.259 6.846
C 1.741 1.667 7.029
O 1.628 2.406 5.809
H 1.524 -0.205 5.956
H 0.008 0.171 6.958
H 1.535 -0.338 7.665
H 2.835 1.580 7.281
H 1.238 2.144 7.861
H 1.646 3.339 5.915
C -1.187 -5.666 1.566
C -0.923 -6.399 0.239
O -2.171 -6.523 -0.457
H -1.393 -4.627 1.311
H -0.343 -5.747 2.252
H -2.025 -6.070 2.071
H -0.530 -7.356 0.469
H -0.230 -5.856 -0.393
H -2.914 -6.634 0.158
C 3.634 -0.693 -4.277
C 3.942 -0.458 -5.746
O 3.309 -1.463 -6.635
H 2.560 -0.459 -4.058
H 4.199 0.037 -3.705
H 3.916 -1.692 -3.956
H 5.008 -0.567 -5.920
H 3.654 0.541 -6.017
H 4.034 -1.915 -7.025
C 3.964 3.528 -1.719
C 4.358 4.373 -0.559
O 5.580 3.881 -0.093
H 3.783 2.501 -1.312
H 4.644 3.445 -2.563
H 2.944 3.886 -2.045
H 3.630 4.207 0.215
H 4.414 5.464 -0.767
H 5.945 4.483 0.583
C -4.929 -2.658 -2.977
C -3.925 -1.946 -3.764
O -2.615 -2.154 -3.176
H -5.905 -2.660 -3.505
H -5.250 -2.129 -2.047
H -4.616 -3.632 -2.802
H -4.127 -0.919 -3.917
H -3.767 -2.366 -4.736
H -2.309 -1.392 -2.633
O 2.395 -3.896 -1.819
H 2.784 -4.599 -2.329
H 2.676 -3.845 -0.933
O -1.925 -4.680 -2.176
H -2.685 -4.078 -2.336
H -2.294 -5.417 -1.656
O 0.386 -4.244 -3.895
H -0.506 -4.527 -4.029
H 0.421 -3.470 -4.489
```

For the gap between HOMO and LUMO, the calculation gives 8.09 eV. Its charge is +1. For the maximum force, the calculation gives 3.67 eV/A. The calculation puts the molar mass at 1194.06 g mol⁻¹.



(2)
Here is a structure of composition C43H18AsBrF15GeO2PtS2 at a distorted geometry from OMol25. Energies are from ωB97M-V with the def2-TZVPD basis set.

XYZ file:
```
84
Properties=species:S:1:pos:R:3
Pt 0.090 1.726 -0.660
S 2.394 1.627 -0.550
C 2.991 3.281 -0.494
C 4.363 3.443 -0.687
C 4.931 4.699 -0.667
C 4.143 5.821 -0.459
C 2.779 5.670 -0.266
C 2.193 4.411 -0.264
As 0.280 4.094 -0.062
C 0.058 3.903 1.859
C 1.122 3.615 2.707
C 0.884 3.269 4.027
C -0.415 3.195 4.502
C -1.479 3.500 3.668
C -1.246 3.852 2.351
C -0.456 5.889 -0.375
C -0.623 6.803 0.661
C -1.112 8.072 0.397
C -1.437 8.437 -0.899
C -1.271 7.532 -1.934
C -0.784 6.262 -1.673
H 4.968 2.569 -0.872
H 5.994 4.806 -0.826
H 4.588 6.805 -0.466
H 2.153 6.545 -0.124
H 2.137 3.651 2.322
H 1.713 3.031 4.678
H -0.599 2.888 5.521
H -2.493 3.434 4.036
H -2.074 4.066 1.682
H -0.371 6.522 1.678
H -1.245 8.778 1.205
H -1.818 9.427 -1.103
H -1.532 7.814 -2.945
H -0.661 5.543 -2.477
Br -4.972 -3.304 0.065
C -3.676 -2.010 0.573
C -2.645 -2.387 1.416
C -1.674 -1.459 1.760
C -1.765 -0.159 1.292
C -2.825 0.211 0.472
C -3.791 -0.718 0.105
C -2.994 1.646 0.028
O -4.079 2.187 0.155
O -1.966 2.263 -0.430
H -2.606 -3.385 1.819
H -0.862 -1.758 2.408
H -1.036 0.586 1.597
H -4.607 -0.432 -0.542
F 2.285 -3.336 1.098
C 1.383 -4.216 1.581
C 0.224 -4.392 0.852
C -0.711 -5.255 1.383
F -1.883 -5.430 0.744
C -0.500 -5.942 2.573
F -1.437 -6.770 3.064
C 0.697 -5.772 3.254
F 0.910 -6.429 4.405
C 1.656 -4.894 2.757
F 2.802 -4.703 3.430
Ge 0.150 -3.178 -0.832
S 0.057 -0.338 -1.501
C 1.736 -4.170 -1.759
C 2.248 -3.472 -2.839
F 1.567 -2.395 -3.265
C 3.421 -3.823 -3.493
F 3.908 -3.076 -4.496
C 4.100 -4.968 -3.096
F 5.227 -5.344 -3.722
C 3.592 -5.721 -2.047
F 4.226 -6.845 -1.677
C 2.442 -5.301 -1.382
F 2.038 -6.055 -0.349
C -1.333 -4.211 -1.850
C -1.390 -5.582 -2.022
F -0.377 -6.341 -1.579
C -2.459 -6.215 -2.647
F -2.483 -7.552 -2.781
C -3.505 -5.453 -3.155
F -4.531 -6.048 -3.778
C -3.474 -4.072 -3.012
F -4.461 -3.317 -3.514
C -2.398 -3.490 -2.352
F -2.390 -2.156 -2.203
```

For the gap between HOMO and LUMO (alpha / beta), the calculation gives 5.59 / 5.92 eV. Its charge is -1. For the maximum force, the calculation gives 1.64 eV/A. As for the relative energy (zero: lowest compared OMol25 entry of this formula, charge and spin): 1.5 kcal per mole. The calculation puts the molar mass at 1338.23 g mol⁻¹.



Q: The lowest maximum force belongs to which entry?
A: C43H18AsBrF15GeO2PtS2